--- A ---
Computed, not measured: a 2-piece molecular cluster, C2H4OS3 overall, with the ωB97M-V functional and the def2-TZVPD basis.

Last columns: bonded neighbours and bond lengths (Å).
Positions of all 10 atoms, in Å:
1 C -0.246 1.258 1.164  O3 1.180, H7 1.102
2 C 0.002 -0.376 -0.799  S4 1.811, S5 1.777, S6 1.807
3 O -0.912 2.192 0.890  C1 1.180
4 S 1.359 0.224 -1.837  C2 1.811, H8 1.394
5 S 0.330 -1.903 0.047  C2 1.777, H9 1.419
6 S -1.572 -0.353 -1.686  C2 1.807, H10 1.326
7 H 0.120 0.896 2.138  C1 1.102
8 H 2.560 -0.272 -1.332  S4 1.394
9 H -1.026 -2.203 0.338  S5 1.419
10 H -1.491 0.896 -2.126  S6 1.326

net charge: 0
HOMO (alpha / beta): -7.82 / -7.41 eV
frontier orbital gap (alpha / beta): 0.282 / 0.285 Eh



--- B ---
Computed, not measured: a single C2H4OS3 molecule, with the ωB97M-V functional and the def2-TZVPD basis.

Last columns: bonded neighbours and bond lengths (Å).
Positions of all 10 atoms, in Å:
1 O 1.383 1.233 -0.899  C2 1.188
2 C 0.454 1.211 -0.159  O1 1.188, C3 1.619, H7 1.001
3 C -0.359 -0.182 -0.030  C2 1.619, S4 1.842, S5 1.851, S6 1.942
4 S -0.303 -1.230 -1.544  C3 1.842, H8 1.340
5 S 0.417 -1.071 1.396  C3 1.851, H9 1.406
6 S -2.201 0.257 0.401  C3 1.942, H10 1.368
7 H -0.049 1.993 0.212  C2 1.001
8 H 0.766 -1.961 -1.199  S4 1.340
9 H 1.446 -1.222 0.450  S5 1.406
10 H -1.555 0.972 1.372  S6 1.368

net charge: 0
HOMO: -9.61 eV
SMILES: O=CC(S)(S)S
frontier orbital gap: 0.362 Eh



--- C ---
Computed, not measured: a 2-piece molecular cluster, C2H4OS3 overall, with the ωB97M-V functional and the def2-TZVPD basis.

Last columns: bonded neighbours and bond lengths (Å).
Positions of all 10 atoms, in Å:
1 C -0.777 -0.008 0.032  C2 1.522, S4 1.641, H7 1.148
2 C -2.098 -0.759 -0.057  C1 1.522, H8 1.197, H9 1.109, H10 1.108
3 O 3.100 0.107 -1.184  S6 1.467
4 S 0.679 -0.734 0.247  C1 1.641
5 S 3.348 2.363 0.548  S6 1.943
6 S 3.845 0.569 -0.007  O3 1.467, S5 1.943
7 H -0.832 1.135 -0.066  C1 1.148
8 H -2.252 -0.704 1.128  C2 1.197
9 H -2.106 -1.859 -0.197  C2 1.109
10 H -2.908 -0.108 -0.443  C2 1.108

net charge: 0
HOMO: -8.60 eV
frontier orbital gap: 0.247 Eh



Energy above the most stable structure, in kcal/mol: A 46.2; B 0.0; C 8.3



--- A ---
Computed, not measured: a single C4H10N2O2 molecule, with the ωB97M-V functional and the def2-TZVPD basis.

Last columns: bonded neighbours and bond lengths (Å).
Positions of all 18 atoms, in Å:
1 C 0.648 2.181 0.522  C2 1.522, H9 1.099, H10 1.093, H11 1.123
2 C 1.388 0.884 0.229  C1 1.522, O3 1.392, C4 1.585, H12 1.135
3 O 1.888 0.232 1.354  C2 1.392, H13 0.963
4 C 0.675 -0.051 -0.834  C2 1.585, N5 1.473, H14 1.107, H15 1.087
5 N -0.604 -0.573 -0.322  C4 1.473, C6 1.373, H16 1.021
6 C -0.930 -1.904 -0.243  N5 1.373, N7 1.388, O8 1.211
7 N -2.308 -2.063 -0.270  C6 1.388, H17 1.006, H18 0.997
8 O -0.102 -2.786 -0.186  C6 1.211
9 H 0.864 2.974 1.251  C1 1.099
10 H 0.507 2.815 -0.358  C1 1.093
11 H -0.451 2.016 0.690  C1 1.123
12 H 2.351 1.162 -0.304  C2 1.135
13 H 1.282 -0.310 1.868  O3 0.963
14 H 0.312 0.529 -1.703  C4 1.107
15 H 1.371 -0.843 -1.098  C4 1.087
16 H -1.293 0.160 -0.150  N5 1.021
17 H -2.595 -3.005 -0.476  N7 1.006
18 H -3.005 -1.416 0.030  N7 0.997

net charge: 0
HOMO: -9.33 eV
SMILES: C[C@@H](O)CNC(N)=O
frontier orbital gap: 0.366 Eh



--- B ---
Computed, not measured: a 2-piece molecular cluster, C4H10N2O2 overall, with the ωB97M-V functional and the def2-TZVPD basis.

Last columns: bonded neighbours and bond lengths (Å).
Positions of all 18 atoms, in Å:
1 C 3.012 -0.660 1.744  C2 1.640, H5 1.136, H6 1.114, H7 1.061
2 C 1.703 -0.615 0.757  C1 1.640, N3 1.421, O4 1.260
3 N 1.046 0.643 0.672  C2 1.421, H8 1.184, H9 1.151
4 O 1.291 -1.735 0.352  C2 1.260
5 H 2.630 -1.176 2.680  C1 1.136
6 H 3.378 0.249 2.273  C1 1.114
7 H 3.823 -1.032 1.169  C1 1.061
8 H -0.085 0.712 0.327  N3 1.184
9 H 1.134 1.491 1.445  N3 1.151
10 C -2.856 0.769 -1.731  C11 1.466, H14 1.185, H15 1.131, H16 1.199
11 C -1.606 0.544 -0.997  C10 1.466, N12 1.410, O13 1.264
12 N -1.233 -0.779 -0.684  C11 1.410, H17 1.134, H18 1.118
13 O -1.042 1.578 -0.540  C11 1.264
14 H -3.230 -0.355 -1.760  C10 1.185
15 H -2.779 1.231 -2.760  C10 1.131
16 H -3.474 1.394 -0.916  C10 1.199
17 H -0.115 -0.845 -0.500  N12 1.134
18 H -1.596 -1.413 -1.531  N12 1.118

net charge: 0
HOMO: -9.50 eV
SMILES: CC(N)=O.CC(N)=O
frontier orbital gap: 0.374 Eh



--- C ---
Computed, not measured: a single C4H10N2O2 molecule, with the ωB97M-V functional and the def2-TZVPD basis.

Last columns: bonded neighbours and bond lengths (Å).
Positions of all 18 atoms, in Å:
1 C 0.582 -1.669 0.079  C2 1.314, H9 1.082, H10 1.076
2 C 0.104 -0.452 -0.057  C1 1.314, C3 1.451, N6 1.648
3 C -0.869 0.404 0.598  C2 1.451, C4 1.706, O5 1.392, H11 1.095
4 C -0.581 0.033 2.238  C3 1.706, H12 1.085, H13 1.085, H14 1.086
5 O -2.188 0.079 0.298  C3 1.392, H15 0.964
6 N 0.363 0.332 -1.483  C2 1.648, N7 1.383, O8 1.465
7 N 0.992 1.546 -1.270  N6 1.383, H16 1.023, H17 1.017
8 O 1.186 -0.486 -2.377  N6 1.465, H18 0.965
9 H 1.218 -2.079 -0.693  C1 1.082
10 H 0.419 -2.247 0.971  C1 1.076
11 H -0.640 1.467 0.472  C3 1.095
12 H 0.449 0.240 2.508  C4 1.085
13 H -0.879 -0.989 2.447  C4 1.085
14 H -1.253 0.702 2.768  C4 1.086
15 H -2.444 0.553 -0.501  O5 0.964
16 H 1.940 1.431 -0.904  N7 1.023
17 H 1.048 2.068 -2.141  N7 1.017
18 H 0.551 -0.931 -2.951  O8 0.965

net charge: 0
HOMO: -8.84 eV
SMILES: C=C([C@H](C)O)N(N)O
frontier orbital gap: 0.358 Eh



--- D ---
Computed, not measured: a 3-piece molecular cluster, C4H10N2O2 overall, with the ωB97M-V functional and the def2-TZVPD basis.

Last columns: bonded neighbours and bond lengths (Å).
Positions of all 18 atoms, in Å:
1 N 1.866 1.265 -0.803  C2 1.442, H5 1.016, H6 1.014
2 C 1.283 0.530 -1.898  N1 1.442, C3 1.508, H7 1.096, H8 1.100
3 C -0.212 0.336 -1.880  C2 1.508, O4 1.206, H9 1.110
4 O -0.964 0.788 -1.053  C3 1.206
5 H 1.831 0.722 0.055  N1 1.016
6 H 1.360 2.129 -0.644  N1 1.014
7 H 1.746 -0.461 -1.965  C2 1.096
8 H 1.513 1.031 -2.850  C2 1.100
9 H -0.609 -0.244 -2.740  C3 1.110
10 C -1.242 -1.831 1.476  C11 1.449, H13 1.090, H14 1.089, H15 1.094
11 C -0.124 -0.910 1.533  C10 1.449, N12 1.172
12 N 0.925 -0.411 1.683  C11 1.172
13 H -0.924 -2.818 1.812  C10 1.090
14 H -2.032 -1.447 2.121  C10 1.089
15 H -1.633 -1.875 0.455  C10 1.094
16 O -1.235 0.985 1.824  H17 0.969, H18 1.082
17 H -1.379 1.158 0.882  O16 0.969
18 H -0.168 1.055 1.992  O16 1.082

net charge: 0
HOMO: -9.43 eV
SMILES: NCC=O.CC#N.O
frontier orbital gap: 0.372 Eh



Energy above the most stable structure, in kcal/mol: A 0.0; B 42.1; C 89.6; D 30.9